Here is a 2-piece molecular cluster, H4O2 overall in a non-equilibrium geometry from the OMol25 dataset. Energies are from ωB97M-V/def2-TZVPD.

Positions of all 6 atoms, in Å:
O: -0.9010 1.3239 -1.0213
H: -1.6561 0.9871 -0.5280
H: -0.0688 1.0723 -0.5469
O: 0.9834 -1.5291 0.6078
H: 0.2862 -1.1405 1.2386
H: 1.3563 -0.7136 0.2498

The spin multiplicity is 1. The relative energy (zero: lowest compared OMol25 entry of this formula, charge and spin) comes out at 8.9 kcal/mol. Its SMILES is O.O. For the HOMO-LUMO gap, the calculation gives 0.446 hartree.